No. 1
102
Properties=species:S:1:pos:R:3 method="wB97M-V/def2-TZVPD" relative_energy_kcal_mol=0.0 total_charge=+1 homo_lumo_gap_ha="0.2778 / 0.2122" lumo_energy_ev="-2.7722 / -4.5554" s2=0.756 spin_multiplicity=2
Ir -0.19576 -0.35475 0.97393
Te 2.87362 3.35787 0.25901
C 1.76742 4.94395 -0.59275
C 2.08081 5.33846 -1.88705
C 1.32665 6.35296 -2.46318
N 0.32047 6.96111 -1.84262
C 0.04827 6.58786 -0.59656
C 0.74547 5.59431 0.08146
C 1.52186 1.86621 0.07407
P 1.91230 0.12961 0.31501
C 2.45558 -0.53948 -1.27354
C 2.11850 0.10301 -2.46043
C 2.44526 -0.47678 -3.67802
C 3.09942 -1.69909 -3.71093
C 3.42800 -2.34773 -2.52692
C 3.10521 -1.77220 -1.30943
C 3.35760 -0.01265 1.38723
C 4.61552 0.25896 0.83759
C 5.74129 0.24010 1.64440
C 5.62196 -0.05925 2.99599
C 4.37737 -0.33642 3.54161
C 3.24397 -0.30860 2.74242
P -0.25624 1.71388 0.15518
C -1.05255 1.86542 -1.44882
C -0.60669 2.79766 -2.38522
C -1.26804 2.92405 -3.59543
C -2.37301 2.12562 -3.87006
C -2.81980 1.20366 -2.93495
C -2.16102 1.06920 -1.72068
C -0.96277 2.99834 1.20305
C -0.32395 3.38108 2.38461
C -0.85428 4.40318 3.15307
C -2.02427 5.04056 2.75482
C -2.66814 4.65251 1.58944
C -2.14049 3.63161 0.81139
H 2.87608 4.86749 -2.45024
H 1.54063 6.68363 -3.47334
H -0.76787 7.10656 -0.10598
H 0.47502 5.34234 1.09725
H 1.59524 1.05109 -2.43912
H 2.18520 0.02662 -4.59995
H 3.35335 -2.15062 -4.66116
H 3.93617 -3.30260 -2.55309
H 3.36173 -2.28164 -0.38762
H 4.71724 0.46647 -0.22107
H 6.71273 0.44927 1.21648
H 6.50376 -0.07905 3.62287
H 4.27607 -0.56978 4.59322
H 2.28095 -0.49847 3.19084
H 0.25140 3.42122 -2.17530
H -0.92340 3.64720 -4.32319
H -2.88496 2.22554 -4.81831
H -3.67699 0.57582 -3.14069
H -2.51480 0.33965 -1.00018
H 0.58200 2.88277 2.69719
H -0.35456 4.70523 4.06415
H -2.43461 5.84066 3.35715
H -3.57995 5.14582 1.28019
H -2.63923 3.34165 -0.10422
C -1.37004 -2.64216 4.76886
C -1.15385 -1.64427 3.64801
O -0.35441 -2.20562 2.56194
P -2.69192 -1.14688 2.80328
O -3.54175 -0.32151 3.82445
O -3.60572 -2.38002 2.56651
O -2.25587 -0.40837 1.57215
P -0.18697 -0.15831 4.17392
O -1.27451 0.75520 4.95575
O 0.93045 -0.54735 5.04991
O 0.11499 0.54507 2.85717
H -1.80364 -3.56153 4.37500
H -2.05354 -2.23330 5.51394
H -0.42163 -2.85715 5.26281
H 0.48204 -2.52002 2.93840
H -3.01636 0.36112 4.28226
H -3.54162 -2.74547 1.65647
H -1.01438 0.88332 5.87792
C -0.00896 -4.99653 -0.09567
C -1.44820 -5.03231 0.37755
C -2.25483 -6.14279 -0.26255
O -2.15520 -3.76347 0.20150
P -2.16358 -2.73484 -1.01512
S -3.85867 -1.81581 -1.00407
S -0.40829 -1.61622 -0.95294
O -1.85692 -3.68700 -2.24265
C -1.65121 -3.37575 -3.65753
C -2.21475 -2.03326 -4.07500
C -0.17196 -3.51134 -3.95380
H 0.45812 -5.94838 0.16344
H 0.54887 -4.19046 0.37624
H 0.05169 -4.86736 -1.17571
H -1.46486 -5.14883 1.46244
H -2.22530 -6.06624 -1.34828
H -3.29288 -6.09984 0.06508
H -1.84041 -7.10815 0.03154
H -2.20226 -4.17064 -4.16067
H -1.69874 -1.21255 -3.57162
H -3.27970 -1.96238 -3.86482
H -2.06265 -1.92349 -5.14965
H 0.39644 -2.72337 -3.45768
H -0.00976 -3.43232 -5.02999
H 0.20203 -4.48049 -3.62233



No. 2
102
Properties=species:S:1:pos:R:3 method="wB97M-V/def2-TZVPD" relative_energy_kcal_mol=25.5 total_charge=+1 homo_lumo_gap_ha="0.2805 / 0.2101" lumo_energy_ev="-2.7671 / -4.6733" s2=0.758 spin_multiplicity=2
Ir -0.50805 -0.50787 -1.00846
Te -0.30853 -3.10441 3.19809
C 1.16693 -2.17804 4.41066
C 0.96854 -0.96129 5.04501
C 2.00633 -0.43159 5.80057
N 3.17709 -1.03477 5.96980
C 3.35035 -2.20757 5.37292
C 2.38756 -2.81879 4.57889
C -0.04333 -1.77320 1.61799
P -0.71401 -0.09435 1.29006
C 0.43541 1.10045 2.06197
C 1.78987 0.94006 1.79280
C 2.73817 1.75400 2.38702
C 2.34268 2.76722 3.24666
C 0.99021 2.98901 3.46262
C 0.04265 2.17227 2.86373
C -2.24563 -0.12744 2.29062
C -2.22040 0.27599 3.62844
C -3.30548 0.05435 4.46151
C -4.43366 -0.59353 3.98580
C -4.45734 -1.03024 2.67182
C -3.37652 -0.80479 1.83569
P 0.50630 -2.23203 -0.03000
C 2.30564 -2.37235 0.00696
C 3.05372 -2.08903 1.14362
C 4.43074 -2.25548 1.12411
C 5.06248 -2.69819 -0.02682
C 4.31984 -2.97770 -1.16759
C 2.94642 -2.81668 -1.15079
C -0.07661 -3.89561 -0.43415
C -1.37684 -4.10243 -0.89264
C -1.84129 -5.39141 -1.09639
C -1.01906 -6.48027 -0.84521
C 0.27299 -6.28115 -0.38181
C 0.74575 -4.99510 -0.17495
H 0.03409 -0.42855 4.96181
H 1.88163 0.52307 6.29972
H 4.31056 -2.68738 5.52791
H 2.60056 -3.76478 4.09867
H 2.12210 0.19675 1.08621
H 3.78440 1.60686 2.15471
H 3.08123 3.39867 3.72217
H 0.66498 3.80989 4.08817
H -1.00256 2.41921 2.99403
H -1.35001 0.74558 4.05267
H -3.25831 0.38451 5.49073
H -5.27597 -0.77403 4.63978
H -5.31925 -1.56253 2.29201
H -3.40355 -1.19041 0.83189
H 2.57511 -1.75651 2.05477
H 5.00571 -2.03942 2.01509
H 6.13612 -2.83050 -0.03671
H 4.81159 -3.31943 -2.06783
H 2.37015 -3.02950 -2.04439
H -2.02480 -3.25794 -1.08337
H -2.85023 -5.54685 -1.45502
H -1.38550 -7.48507 -1.00737
H 0.91554 -7.12676 -0.17828
H 1.75067 -4.85413 0.19680
C -3.25016 1.36089 -4.04882
C -2.52054 0.48799 -3.04673
O -1.48500 1.18791 -2.30483
P -1.64479 -0.89426 -3.84308
O -2.73149 -1.95786 -4.23913
O -1.14151 -0.37687 -5.24010
O -0.51651 -1.39101 -2.99158
P -3.51432 -0.13498 -1.63141
O -4.76593 -0.91883 -2.25091
O -3.86335 1.03236 -0.80216
O -2.58089 -1.22610 -1.08452
H -2.54037 1.87522 -4.69427
H -3.86166 2.09842 -3.52685
H -3.90250 0.74741 -4.67125
H -1.92910 1.82678 -1.71529
H -3.42786 -2.13487 -3.58680
H -0.24242 -0.65706 -5.46514
H -5.61609 -0.51373 -2.03298
C -1.30987 4.12696 -0.36851
C 0.15745 4.15407 0.01157
C 0.90989 5.32509 -0.58619
O 0.72005 2.85189 -0.32083
P 1.57444 2.45737 -1.59423
S 3.40690 3.00761 -1.77693
S 1.57602 0.38019 -1.50844
O 0.59333 2.96598 -2.75379
C 1.06983 3.46151 -4.02959
C 1.48623 2.30198 -4.91129
C -0.06287 4.27578 -4.62041
H -1.82266 4.99602 0.04343
H -1.79468 3.22751 0.02310
H -1.42130 4.14365 -1.45456
H 0.25464 4.18780 1.09747
H 0.84149 5.33680 -1.67439
H 1.96112 5.31598 -0.30564
H 0.45499 6.24202 -0.20929
H 1.93164 4.10276 -3.82865
H 0.66460 1.59081 -4.99627
H 2.35838 1.79114 -4.50158
H 1.73569 2.66658 -5.90880
H -0.88678 3.63047 -4.92961
H 0.28984 4.82107 -5.49565
H -0.44102 4.99874 -3.89778



No. 3
91
Properties=species:S:1:pos:R:3 method="wB97M-V/def2-TZVPD" total_charge=-1 homo_lumo_gap_ha="0.1562 / 0.1989" lumo_energy_ev="2.3238 / 2.3220" s2=0.772 spin_multiplicity=2
V 0.24049 0.52649 -0.90492
N -0.46298 -1.70445 -0.05807
C 0.65608 -2.18939 0.67267
C 0.60077 -3.44835 1.27207
C 1.70635 -3.94929 1.94566
C 2.86702 -3.19850 2.01869
C 2.95905 -1.93613 1.39803
C 4.15139 -1.16744 1.39923
C 4.16566 0.04937 0.69893
C 3.04473 0.49220 0.05437
N 1.84604 -0.19091 0.03929
C 1.82264 -1.41626 0.70838
H -0.78731 -0.74443 0.14286
H -1.27372 -2.30065 0.00856
H -0.31485 -4.02825 1.20492
H 1.65298 -4.92485 2.41479
H 3.73893 -3.58197 2.53743
H 5.02698 -1.53879 1.91764
H 5.06600 0.64987 0.64135
H 3.06813 1.41921 -0.49609
C -1.86245 2.97464 -2.49081
P -1.83867 1.51409 -1.35357
C -2.85710 2.30344 -0.02167
C -3.16671 0.40561 -2.08897
C -2.60910 -0.98467 -2.32692
P -0.68081 -0.67468 -2.74448
C -1.10972 -0.03560 -4.42955
C -0.33312 -2.43768 -3.14006
H -2.87690 3.21221 -2.81974
H -1.22424 2.79509 -3.35393
H -1.44598 3.83174 -1.95690
H -3.80401 2.65604 -0.43847
H -2.33359 3.15270 0.42636
H -3.06270 1.57125 0.76318
H -3.49420 0.86395 -3.02599
H -4.01580 0.42898 -1.40458
H -3.09161 -1.48735 -3.17054
H -2.74478 -1.61949 -1.44506
H -2.04544 -0.45605 -4.79927
H -0.29824 -0.32179 -5.10124
H -1.17867 1.05141 -4.43844
H 0.41328 -2.47517 -3.93711
H -1.23754 -2.95373 -3.46542
H 0.08138 -2.94377 -2.26768
C -1.77087 -2.05393 5.80360
C -2.48343 -1.57771 4.52995
C -3.97803 -1.38350 4.82556
C -2.33870 -2.66825 3.46938
C -1.87938 -0.24460 4.07767
C -1.94184 0.85922 4.94453
C -1.41775 2.08470 4.59464
C -0.82807 2.22092 3.34275
S -0.09964 3.61450 2.62410
C 0.22695 2.68736 1.17648
N -0.14727 1.44250 1.23476
C -0.75504 1.14953 2.45670
C -1.27387 -0.08879 2.83918
C 0.81341 3.27650 -0.00769
C 1.23637 4.61467 -0.01391
C 1.82338 5.14618 -1.13626
C 1.99499 4.31627 -2.25657
C 1.56403 3.01087 -2.25394
C 0.93072 2.41120 -1.13373
H -2.18803 -3.00926 6.13399
H -1.87996 -1.33585 6.61993
H -0.70381 -2.19096 5.61417
H -4.41574 -2.32068 5.18071
H -4.50867 -1.07668 3.92094
H -4.14599 -0.62008 5.58867
H -2.77232 -3.59810 3.84667
H -1.29345 -2.85911 3.22280
H -2.86709 -2.40272 2.54872
H -2.41139 0.75549 5.91583
H -1.46833 2.92293 5.27843
H -1.17667 -0.92232 2.16262
H 1.10396 5.23574 0.86808
H 2.15444 6.17668 -1.15028
H 2.48199 4.71246 -3.14165
H 1.71959 2.41390 -3.14419
N 0.92066 -0.11628 -2.61552
C 2.12147 -0.37609 -3.26421
C 3.05731 -1.27730 -2.73529
C 4.24148 -1.55573 -3.40224
C 4.53802 -0.94446 -4.61609
C 3.62188 -0.04809 -5.15274
C 2.43360 0.23084 -4.48915
H 2.83685 -1.75803 -1.79006
H 4.94358 -2.25647 -2.96373
H 5.46686 -1.16065 -5.12953
H 3.83127 0.43945 -6.09835
H 1.72486 0.93505 -4.91069



No. 4
96
Properties=species:S:1:pos:R:3 method="wB97M-V/def2-TZVPD" relative_energy_kcal_mol=3.3 total_charge=0 homo_lumo_gap_ha="0.2392 / 0.2019" lumo_energy_ev="-0.8209 / -1.7147" s2=8.761 spin_multiplicity=6
Ru -0.03882 0.11107 -0.34374
C 1.09746 -6.21893 3.20230
C 1.76199 -5.86303 1.86239
C 1.25254 -6.80256 0.75862
C 3.27372 -6.05012 2.01231
C 1.38786 -4.43753 1.49003
C 0.04796 -4.06345 1.40145
C -0.27697 -2.76292 1.07323
N 0.64512 -1.82775 0.84385
C 1.93631 -2.15728 0.92300
C 2.33320 -3.45327 1.22716
C 2.88755 -1.04434 0.69965
C 4.25337 -1.16356 0.92127
C 5.09790 -0.07364 0.74827
C 4.49617 1.12576 0.37597
C 3.13054 1.17349 0.17247
N 2.34058 0.11129 0.30665
C 6.60122 -0.15144 0.95578
C 7.06330 -1.54040 1.40232
C 7.29998 0.19041 -0.36967
C 7.00836 0.86710 2.03192
H 1.44300 -7.19872 3.53357
H 0.01141 -6.24960 3.11926
H 1.35988 -5.48561 3.96682
H 1.50949 -7.83492 0.99968
H 1.70550 -6.54659 -0.20071
H 0.17048 -6.73262 0.64647
H 3.47813 -7.07671 2.31558
H 3.67918 -5.38737 2.77941
H 3.79698 -5.87040 1.07143
H -0.74860 -4.77128 1.58105
H -1.30828 -2.44404 0.98781
H 3.38499 -3.68915 1.25687
H 4.66121 -2.11221 1.23298
H 5.07447 2.02743 0.23264
H 2.64279 2.09987 -0.09831
H 6.81202 -2.30194 0.66168
H 6.63015 -1.81749 2.36529
H 8.14752 -1.53413 1.51428
H 6.99142 -0.50062 -1.15594
H 8.38105 0.11137 -0.24799
H 7.06468 1.20345 -0.69603
H 6.48361 0.66853 2.96796
H 6.77733 1.88685 1.72516
H 8.08125 0.80055 2.21664
C -3.51791 5.30772 4.48561
C -4.46087 4.33006 3.76792
C -5.66401 5.12240 3.25163
C -4.97164 3.27758 4.76667
C -3.70937 3.61383 2.64881
C -2.57431 2.87684 2.95254
C -1.92174 2.19638 1.95165
Br -0.37755 1.14476 2.37008
C -2.32183 2.17904 0.59994
O -1.65909 1.52732 -0.30042
C -3.50020 2.93565 0.29442
C -4.13083 3.62150 1.31731
C -4.01701 2.98033 -1.14518
C -2.95157 3.62152 -2.05222
C -4.33913 1.55535 -1.63371
C -5.29601 3.81174 -1.26441
H -4.06724 5.85966 5.25160
H -3.10217 6.02249 3.77371
H -2.68925 4.78849 4.96768
H -6.16084 5.60580 4.09420
H -6.38968 4.46971 2.76405
H -5.35294 5.89924 2.55112
H -5.55314 3.75744 5.55769
H -4.14592 2.73470 5.22725
H -5.60972 2.55442 4.25624
H -2.18847 2.82823 3.96262
H -5.00930 4.19849 1.06817
H -2.04879 3.01880 -2.08093
H -2.69014 4.61737 -1.68851
H -3.33359 3.71009 -3.07202
H -3.45449 0.92645 -1.62961
H -4.72724 1.59041 -2.65483
H -5.09006 1.09180 -0.99011
H -5.12061 4.85647 -0.99855
H -6.09495 3.40927 -0.63808
H -5.63876 3.78505 -2.29970
Cl -3.33980 -4.55010 -5.24130
C -2.90540 -3.57411 -3.87616
C -1.64965 -2.99953 -3.81832
C -1.32652 -2.22175 -2.72546
Cl 0.25185 -1.52393 -2.56536
C -2.22333 -1.92568 -1.67313
O -1.93224 -1.15525 -0.68680
C -3.47990 -2.58063 -1.77970
Cl -4.60331 -2.34282 -0.49025
C -3.81962 -3.37984 -2.84981
H -0.93677 -3.16026 -4.61519
H -4.79250 -3.84852 -2.89208
O 0.79213 2.50955 -0.60418
N 0.79840 2.46949 -1.82951
O 0.70499 1.31592 -2.28922